(1)
{
  "formula": "C20H30N6O",
  "method": "wB97M-V/def2-TZVPD",
  "e_above_lowest_kj_mol": 1857.1,
  "lumo_energy_ev": 0.31,
  "gap_ev": 8.10,
  "homo_energy_ev": -7.8,
  "total_charge": 0,
  "symbols": ["C", "H", "H", "H", "C", "N", "C", "C", "C", "N", "H", "C", "N", "C", "C", "H", "H", "C", "N", "C", "C", "C", "N", "H", "H", "N", "C", "O", "C", "H", "C", "H", "C", "C", "H", "C", "H", "H", "H", "H", "H", "H", "H", "C", "C", "H", "H", "H", "H", "H", "H", "H", "H", "H", "H", "H", "H"],
  "positions_angstrom": [[0.4360, -2.9517, -5.2127], [0.9629, -3.7862, -5.2302], [-0.6401, -3.2903, -4.6879], [0.1872, -2.5310, -6.2168], [0.8190, -1.9126, -4.4137], [1.2682, -2.5112, -3.1042], [0.4912, -2.5524, -2.1451], [0.8715, -3.3722, -0.9546], [2.1853, -3.6637, -1.4831], [2.3571, -3.0733, -2.6993], [3.1515, -4.2524, -0.8874], [0.3812, -3.7527, 0.3966], [0.0741, -2.2321, 1.0097], [-0.5733, -2.4663, 2.3544], [-1.1660, -1.0693, 2.6909], [-1.5390, -1.0604, 3.5285], [-1.6498, -0.4456, 1.8221], [0.2584, -0.1198, 2.9304], [-0.2339, 1.1874, 3.4044], [-0.5892, 2.1355, 2.4345], [-0.9207, 3.2535, 3.1165], [-0.1548, 2.8945, 4.3978], [0.1250, 1.6650, 4.5436], [-0.0844, 3.5922, 5.2729], [-1.4103, 4.0464, 2.9230], [-1.0706, 1.8989, 1.1825], [-1.3839, 2.9101, 0.0116], [-1.3767, 3.8750, 0.4569], [-1.4412, 2.1095, -1.3001], [-2.2214, 1.3581, -1.0668], [-0.2441, 1.4496, -1.6910], [0.4772, 1.5850, -1.1005], [0.0787, 2.3395, -2.9981], [-1.3819, 2.7714, -3.6608], [-1.3199, 3.5467, -4.3481], [-1.9935, 2.9846, -2.1057], [-3.3199, 2.9868, -2.3565], [-1.5489, 4.1705, -1.9573], [-1.7726, 1.8055, -4.0094], [0.7913, 1.6460, -3.7689], [0.7143, 3.4085, -2.7938], [-0.0586, 0.4181, -2.0676], [-0.9655, 0.8679, 0.7316], [1.2371, -0.1847, 1.7472], [1.4603, -1.8455, 1.4647], [1.8970, -2.1062, 2.4081], [2.1607, -1.6069, 0.6270], [0.8751, 0.4737, 0.9826], [2.0862, 0.1247, 2.3056], [0.7347, -0.6189, 3.8824], [-0.1614, -2.9792, 3.1720], [-1.5584, -3.0411, 2.0620], [-0.6683, -4.0226, 0.4897], [1.1587, -4.1353, 0.9329], [-0.5774, -2.0704, -2.0246], [2.2027, -1.6636, -4.6060], [0.3040, -1.1077, -4.2761]]
}

(2)
{
  "formula": "C20H30NO3PSTi",
  "method": "wB97M-V/def2-TZVPD",
  "lumo_energy_ev": [-10.24, -10.24],
  "gap_ev": [3.72, 3.72],
  "homo_energy_ev": [-14.0, -14.0],
  "total_charge": 2,
  "symbols": ["C", "C", "C", "C", "C", "C", "C", "C", "N", "Ti", "C", "P", "H", "H", "H", "H", "H", "H", "H", "H", "C", "C", "H", "C", "C", "H", "H", "H", "H", "H", "H", "H", "H", "H", "H", "H", "H", "H", "H", "C", "C", "C", "C", "C", "C", "C", "S", "O", "O", "O", "H", "H", "H", "H", "H", "H", "H"],
  "positions_angstrom": [[-2.6031, 0.2063, -4.5065], [-2.4170, -1.0222, -3.8713], [-1.6736, -1.1063, -2.6862], [-1.1526, 0.0595, -2.1274], [-1.3193, 1.2912, -2.7706], [-2.0814, 1.3731, -3.9376], [-1.5142, -2.4407, -2.0116], [-0.0777, -2.9629, -1.8149], [0.9654, -1.9064, -1.5866], [0.1713, -0.2770, -0.4508], [-0.6408, 2.5078, -2.2175], [0.9121, 1.9250, -1.4071], [-2.8500, -1.9367, -4.2802], [-2.2306, 2.3486, -4.3986], [-3.1584, 0.2545, -5.4400], [-1.2115, 3.0057, -1.4196], [-0.3625, 3.2343, -2.9941], [-2.0146, -2.4505, -1.0270], [-2.0213, -3.1906, -2.6297], [-0.0525, -3.6607, -0.9664], [1.6353, 3.3625, -0.6220], [1.8626, 1.9601, -2.9732], [0.2484, -3.5180, -2.7092], [1.4982, -1.4604, -2.8929], [2.1144, -2.4790, -0.8453], [-0.0309, 1.4439, -0.0561], [1.9593, -2.3366, -3.3712], [0.7094, -1.0785, -3.5454], [2.2708, -0.6990, -2.7497], [2.6381, -3.1874, -1.5092], [2.7956, -1.6680, -0.5606], [1.7832, -2.9820, 0.0691], [1.8454, 3.0037, -3.3178], [2.9099, 1.6615, -2.8697], [1.4217, 1.3702, -3.7826], [1.7237, 4.1661, -1.3709], [0.9685, 3.6382, 0.2055], [2.6249, 3.0610, -0.2441], [1.5530, 0.8030, -0.2996], [-0.7332, 1.6811, 7.1712], [-0.5861, 0.8266, 5.9407], [-0.5151, -0.5513, 6.0916], [-0.3564, -1.3927, 4.9920], [-0.2589, -0.8095, 3.7082], [-0.3294, 0.5720, 3.5475], [-0.5005, 1.3728, 4.6649], [0.0244, -1.8247, 2.2764], [1.4606, -1.7758, 2.0216], [-0.6113, -3.0788, 2.5701], [-0.7159, -1.0848, 1.1215], [-1.6479, 1.4052, 7.7238], [0.1157, 1.5147, 7.8568], [-0.7779, 2.7495, 6.9165], [-0.5836, -0.9397, 7.1011], [-0.3360, -2.4644, 5.1495], [-0.2822, 1.0358, 2.5627], [-0.5656, 2.4506, 4.5726]]
}

(3)
{
  "formula": "C20H31AsBN2O4S5Se2TcTe",
  "method": "wB97M-V/def2-TZVPD",
  "e_above_lowest_kj_mol": 63.9,
  "lumo_energy_ev": [-1.58, -1.57],
  "gap_ev": [5.83, 5.84],
  "homo_energy_ev": [-7.4, -7.4],
  "total_charge": 0,
  "symbols": ["Tc", "O", "C", "C", "C", "O", "C", "Se", "C", "Se", "H", "H", "H", "H", "H", "H", "H", "H", "H", "H", "S", "As", "S", "S", "S", "N", "C", "C", "C", "C", "C", "N", "H", "H", "H", "H", "H", "H", "Te", "C", "C", "C", "C", "S", "H", "H", "H", "C", "C", "C", "O", "B", "O", "C", "C", "C", "H", "H", "H", "H", "H", "H", "H", "H", "H", "H", "H", "H"],
  "positions_angstrom": [[-0.1133, -0.3111, -0.0567], [-0.9850, 2.2199, 2.2832], [-2.3271, 2.3187, 2.7068], [-2.9757, 0.9313, 2.6522], [-4.2539, 0.9933, 3.5151], [-4.0124, 1.2750, 4.8775], [-2.0348, -0.1281, 3.2332], [-1.0448, -1.3004, 2.0149], [-3.4412, 0.5115, 1.2512], [-2.2147, 0.8269, -0.2364], [-0.4598, 2.9536, 2.6175], [-2.8960, 3.0153, 2.0729], [-2.3871, 2.6784, 3.7395], [-4.8032, 0.0482, 3.4032], [-4.9022, 1.7972, 3.1568], [-3.4920, 0.5577, 5.2542], [-2.6189, -0.8519, 3.8108], [-1.3009, 0.3282, 3.8975], [-4.3316, 1.0818, 0.9717], [-3.7042, -0.5500, 1.2693], [4.2262, 1.2057, -0.6446], [3.1834, 1.3590, 1.0991], [1.6782, -0.5708, -1.5151], [1.6217, -0.0474, 1.6022], [3.6325, 2.5329, 2.6880], [-2.1411, -3.3975, -0.4745], [-0.9097, -3.8779, -0.0939], [-0.7286, -5.2167, 0.2745], [0.5355, -5.6398, 0.6128], [1.6015, -4.7442, 0.5720], [1.3365, -3.4515, 0.1847], [0.1118, -3.0169, -0.1442], [-2.9313, -3.9662, -0.2205], [-2.2682, -2.4124, -0.2777], [-1.5733, -5.8902, 0.2994], [0.6947, -6.6665, 0.9147], [2.6047, -5.0404, 0.8372], [2.1198, -2.7052, 0.1294], [-0.2982, -1.2321, -2.5805], [-0.6391, 0.3103, -3.9442], [0.2103, 0.6265, -4.9732], [-0.3313, 1.6035, -5.8407], [-1.5877, 1.9845, -5.4641], [-2.1033, 1.1807, -4.0554], [1.1912, 0.1911, -5.0940], [0.1844, 2.0060, -6.6985], [-2.2244, 2.7094, -5.9434], [2.4179, 4.5667, -0.4063], [1.0536, 3.9072, -0.4672], [0.0360, 4.7162, 0.3254], [1.1269, 2.6011, 0.1791], [0.3146, 1.7268, -0.5192], [-0.1146, 2.2895, -1.6932], [0.5768, 3.5419, -1.9035], [-0.3953, 4.5412, -2.5105], [1.7074, 3.2468, -2.8786], [2.6927, 4.7590, 0.6313], [2.3946, 5.5228, -0.9327], [3.1898, 3.9419, -0.8532], [0.3861, 4.8027, 1.3552], [-0.9409, 4.2328, 0.3295], [-0.0694, 5.7240, -0.0736], [-1.3033, 4.6350, -1.9194], [-0.6686, 4.2149, -3.5137], [0.0699, 5.5250, -2.5962], [2.3890, 2.4985, -2.4708], [2.2770, 4.1442, -3.1219], [1.2726, 2.8511, -3.7975]]
}

| no. | molecular weight (g/mol) |
| --- | --- |
| 1 | 370.50 |
| 2 | 443.37 |
| 3 | 993.07 |